Entry 1:
Below is a molecular structure, C5H10BrN2O at a distorted geometry, with properties calculated with ωB97M-V with the def2-TZVPD basis set.

Structure (XYZ):
```
19
Properties=species:S:1:pos:R:3:forces:R:3
C -1.0875 1.1653 -0.8111 1.794 -0.940 -1.337
C 1.2573 0.7139 0.5274 -0.307 1.685 1.868
C 1.0076 -0.9785 -0.8819 2.376 -1.151 -2.546
C 2.3506 -0.7810 -0.8079 -3.816 2.283 2.179
C -0.6715 -0.8056 0.7526 2.338 -1.621 1.659
N 0.2514 -0.0615 -0.1416 -1.916 -1.141 0.210
N 2.5528 0.2171 0.1187 0.564 0.792 0.383
O -0.8631 2.2251 -0.4411 -0.514 0.516 0.283
Br -4.2797 -0.1534 0.2811 -0.690 0.369 0.390
H -1.7235 0.7319 -1.6217 0.173 -0.101 0.880
H 0.9816 1.7012 0.1692 1.032 0.825 0.349
H 1.0498 0.7038 1.6450 0.632 -0.063 -1.243
H 0.6278 -1.7274 -1.5320 -0.924 -0.341 -0.084
H 3.0933 -1.3134 -1.2477 2.067 -1.334 -1.246
H -0.0855 -1.1826 1.7164 -1.446 1.094 -1.888
H -1.5111 -0.1960 0.9109 -1.159 0.547 1.039
H -0.9516 -1.7030 0.2317 -0.411 -0.319 -0.217
H -5.3329 0.5635 0.9887 0.662 -0.371 -0.428
H 3.3340 0.8808 0.1433 -0.455 -0.727 -0.250
```
Positions in Å, forces in eV/Å.

* DFT total energy: -2954.91783 a.u.
* multiplicity: 1
* net charge: +1

Here are the Mulliken charges for atoms 1 to 4, given in e:
1. C 0.188
2. C -0.646
3. C -0.458
4. C -0.388



Entry 2:
Below is 2 unconnected molecules or ions with the total composition C4H5NO, with properties calculated with ωB97M-V with the def2-TZVPD basis set.

Structure (XYZ):
```
11
Properties=species:S:1:pos:R:3:forces:R:3
O -0.4559 -0.0242 -1.9646 0.140 0.003 0.556
C -0.1232 -0.0122 -0.8089 0.059 0.016 -0.403
C -0.8856 -0.1427 0.4868 0.297 0.016 0.594
C -0.2065 -0.0875 1.5046 -0.355 -0.027 -0.577
C 1.2388 0.1001 1.1712 0.175 0.022 0.033
N 1.1574 0.1354 -0.3095 0.022 0.007 -0.174
H 1.6465 1.0352 1.5674 -0.072 -0.133 -0.037
H 1.8624 -0.7319 1.5126 -0.103 0.115 -0.026
H 1.9453 0.2509 -0.9334 -0.108 -0.019 0.076
H -3.3783 -0.2245 -0.8783 0.084 -0.030 -0.083
H -2.8009 -0.2985 -1.3479 -0.137 0.029 0.041
```
Positions in Å, forces in eV/Å.

* DFT total energy: -285.22135 a.u.
* multiplicity: 1
* net charge: 0
* SMILES string: O=C1C#CCN1.[H][H]

Here are the Mulliken charges for atoms 1 to 4, given in e:
1. O -0.525
2. C 0.629
3. C -0.101
4. C -0.276



Entry 3:
Below is a molecular structure, C43H56BClN3O4P2SSiV, with properties calculated with ωB97M-V with the def2-TZVPD basis set.

Structure (XYZ):
```
113
Properties=species:S:1:pos:R:3:forces:R:3
V -0.1648 -0.6806 -0.5354 0.072 -0.685 0.347
C -0.9019 1.0857 2.2781 -0.029 -0.016 0.012
P -1.3858 2.4830 1.1134 0.001 -0.044 -0.050
C -3.0125 1.9407 0.4412 0.090 0.094 -0.023
C -2.9937 0.6111 -0.2876 0.085 -0.125 0.064
C -5.1653 0.6110 -1.4384 0.041 -0.074 0.055
C -5.9026 1.5050 -0.7355 -0.023 0.004 -0.001
C -5.4440 2.4923 0.1579 0.028 -0.023 -0.014
C -4.1336 2.6983 0.6213 -0.082 -0.018 0.047
C -1.8845 3.7673 2.3274 -0.007 0.017 0.019
C -1.4035 5.0559 2.1207 -0.021 0.050 -0.003
C -1.6991 6.0803 3.0152 0.001 -0.022 -0.029
C -2.4798 5.8212 4.1292 -0.013 -0.009 0.015
C -2.9695 4.5369 4.3476 0.004 0.017 -0.001
C -2.6740 3.5220 3.4535 0.028 -0.015 -0.014
C 0.5269 0.7034 2.0771 -0.009 -0.056 -0.057
C 1.6124 1.0074 2.8616 0.054 -0.009 0.027
C 2.7777 0.5707 2.1674 -0.010 0.017 0.042
C 2.3436 0.0303 0.9868 -0.140 -0.051 -0.073
C 3.0716 -0.3827 -0.2560 0.025 0.020 -0.001
P 1.8960 0.0978 -1.5677 0.169 0.196 -0.084
C 1.7694 1.8854 -1.5915 -0.142 0.006 -0.073
C 2.4065 2.7145 -0.7162 0.050 0.049 -0.041
C 2.2790 4.1124 -0.8157 0.038 -0.034 0.037
C 1.5551 4.6756 -1.8915 0.015 -0.010 -0.019
C 0.8604 3.8959 -2.7530 0.005 -0.011 0.046
C 0.7334 2.4160 -2.5592 0.055 0.049 0.020
C 2.7149 -0.2116 -3.1767 0.044 -0.055 0.025
C 3.8096 0.5968 -3.4959 0.019 -0.017 0.001
C 4.4969 0.4180 -4.6853 0.006 -0.005 -0.001
C 4.0951 -0.5681 -5.5778 -0.009 0.009 0.013
C 3.0011 -1.3629 -5.2753 -0.023 -0.006 -0.014
C 2.3109 -1.1882 -4.0817 -0.087 0.050 -0.039
N 0.9611 0.0842 0.9256 0.095 0.243 0.067
H -1.5581 0.2294 2.1304 -0.008 -0.015 -0.005
H -1.0340 1.4312 3.3033 0.006 0.003 0.009
H -3.2239 -0.1849 0.4286 -0.051 0.022 0.013
H -5.6372 -0.0191 -2.1828 -0.015 -0.005 -0.003
H -6.9625 1.4826 -0.9589 -0.002 0.009 0.012
H -6.1878 3.1926 0.5193 0.004 -0.006 -0.002
H -4.0207 3.5805 1.2387 0.007 0.006 -0.006
H -0.7959 5.2540 1.2448 0.005 -0.010 0.006
H -1.3172 7.0782 2.8377 -0.002 -0.006 0.003
H -2.7106 6.6155 4.8287 0.001 -0.004 -0.001
H -3.5848 4.3309 5.2151 0.004 0.002 -0.002
H -3.0687 2.5260 3.6203 -0.001 0.007 0.007
H 1.5710 1.5056 3.8188 0.008 -0.004 -0.009
H 3.8057 0.6680 2.4828 -0.006 0.002 -0.004
H 3.2209 -1.4624 -0.3549 0.027 -0.009 0.009
H 4.0383 0.1140 -0.3553 0.016 0.001 0.012
H 3.0321 2.2971 0.0640 -0.010 0.019 0.000
H 2.7821 4.7489 -0.0999 0.004 -0.006 -0.006
H 1.5571 5.7508 -2.0271 -0.004 -0.001 -0.005
H 0.3009 4.3346 -3.5659 -0.036 -0.014 0.019
H 0.8329 1.9235 -3.5395 0.037 0.017 -0.012
H 4.1136 1.3830 -2.8142 -0.005 -0.009 0.006
H 5.3411 1.0547 -4.9193 -0.002 -0.004 0.004
H 4.6294 -0.7076 -6.5097 -0.005 0.001 0.006
H 2.6701 -2.1240 -5.9715 0.008 -0.004 0.004
H 1.4538 -1.8072 -3.8555 0.010 -0.015 0.019
O -3.8489 0.3980 -1.4218 0.042 0.055 -0.099
N -1.6884 0.2533 -0.7776 -0.209 0.342 -0.336
Cl -1.3131 -1.9990 1.0092 -0.106 -0.078 0.020
B -1.9260 3.0194 -2.5699 -0.042 0.041 -0.064
C -0.7224 2.0650 -2.1122 0.054 -0.170 -0.057
N -0.7672 0.9632 -1.4658 -0.218 0.142 0.009
H -3.0059 2.5122 -2.3899 0.032 0.014 -0.003
H -1.8172 4.0772 -1.9641 0.013 -0.013 -0.010
H -1.7265 3.2302 -3.7658 -0.015 0.000 0.036
C -4.1052 -5.0718 -2.8294 -0.039 -0.034 -0.005
C -3.5072 -4.1926 -1.7372 0.072 0.047 -0.023
C -4.5647 -3.2768 -1.1408 -0.045 0.031 0.000
C -2.8678 -5.0416 -0.6465 0.077 -0.054 -0.007
O -2.5356 -3.3162 -2.3325 -0.051 0.061 -0.047
Si -1.0257 -3.5159 -2.8980 -0.095 -0.095 -0.054
S 0.4567 -2.6897 -1.6559 0.002 -0.050 -0.170
O -0.7528 -5.1283 -3.0177 0.137 -0.127 0.064
C 0.1826 -5.9002 -3.7740 -0.068 0.120 -0.027
C 1.4443 -5.1050 -4.0935 0.053 0.004 -0.038
C 0.5233 -7.1097 -2.9149 0.005 -0.036 0.007
C -0.5131 -6.3237 -5.0636 -0.011 -0.013 -0.030
O -0.9234 -2.9606 -4.4467 -0.131 0.153 0.053
C -1.6472 -1.9596 -5.1876 0.104 -0.181 -0.009
C -3.0694 -2.4397 -5.4471 -0.009 -0.024 -0.013
C -0.8964 -1.8109 -6.5035 -0.002 -0.013 -0.052
C -1.6459 -0.6530 -4.4241 0.070 0.200 0.115
H -4.8546 -5.7415 -2.4005 0.001 0.000 -0.012
H -3.3272 -5.6732 -3.3019 0.007 0.008 0.020
H -4.5879 -4.4589 -3.5926 0.011 -0.006 0.002
H -5.3244 -3.8590 -0.6134 0.011 0.012 -0.026
H -5.0501 -2.6946 -1.9270 0.019 0.007 0.003
H -4.0940 -2.5878 -0.4405 0.023 0.014 0.045
H -3.6294 -5.6509 -0.1531 -0.004 0.034 -0.005
H -2.3902 -4.3993 0.0917 0.009 0.045 0.042
H -2.1135 -5.7052 -1.0705 -0.016 0.009 -0.002
H 1.9272 -4.7557 -3.1801 -0.016 -0.013 0.005
H 1.2038 -4.2373 -4.7108 -0.001 -0.018 0.018
H 2.1468 -5.7359 -4.6437 -0.001 0.004 0.014
H 1.0261 -6.7892 -2.0013 -0.015 0.005 -0.004
H 1.1777 -7.7973 -3.4556 0.000 0.010 0.005
H -0.3905 -7.6384 -2.6386 0.003 -0.001 -0.007
H -0.7986 -5.4380 -5.6334 0.011 -0.006 0.010
H -1.4153 -6.8940 -4.8335 0.008 0.002 0.005
H 0.1458 -6.9430 -5.6771 -0.005 0.001 0.009
H -3.0568 -3.3925 -5.9823 -0.005 0.005 0.024
H -3.6056 -1.7042 -6.0513 0.012 -0.014 -0.005
H -3.6012 -2.5696 -4.5062 0.008 0.006 0.020
H -0.8451 -2.7726 -7.0192 -0.003 0.014 0.011
H 0.1190 -1.4559 -6.3233 0.024 0.006 0.025
H -1.4034 -1.0922 -7.1505 0.010 -0.005 0.003
H -2.1958 -0.7470 -3.4876 -0.022 0.012 0.107
H -2.1059 0.1517 -5.0018 -0.001 -0.031 0.005
H -0.6153 -0.3656 -4.2034 -0.007 0.058 0.054
```
Positions in Å, forces in eV/Å.

* DFT total energy: -4937.00403 a.u.
* multiplicity: 4
* <S²>: 3.86
* net charge: -1

Here are the Mulliken charges for atoms 1 to 4, given in e:
1. V -0.872
2. C -0.992
3. P 0.636
4. C 0.445



What is the net charge in the first record? +1



Among the records above, which one has the highest DFT total energy? C4H5NO



The highest net charge belongs to which entry? C5H10BrN2O



Please write out number 1 again, unchanged.
Below is a molecular structure, C5H10BrN2O at a distorted geometry, with properties calculated with ωB97M-V with the def2-TZVPD basis set.

Structure (XYZ):
```
19
Properties=species:S:1:pos:R:3:forces:R:3
C -1.0875 1.1653 -0.8111 1.794 -0.940 -1.337
C 1.2573 0.7139 0.5274 -0.307 1.685 1.868
C 1.0076 -0.9785 -0.8819 2.376 -1.151 -2.546
C 2.3506 -0.7810 -0.8079 -3.816 2.283 2.179
C -0.6715 -0.8056 0.7526 2.338 -1.621 1.659
N 0.2514 -0.0615 -0.1416 -1.916 -1.141 0.210
N 2.5528 0.2171 0.1187 0.564 0.792 0.383
O -0.8631 2.2251 -0.4411 -0.514 0.516 0.283
Br -4.2797 -0.1534 0.2811 -0.690 0.369 0.390
H -1.7235 0.7319 -1.6217 0.173 -0.101 0.880
H 0.9816 1.7012 0.1692 1.032 0.825 0.349
H 1.0498 0.7038 1.6450 0.632 -0.063 -1.243
H 0.6278 -1.7274 -1.5320 -0.924 -0.341 -0.084
H 3.0933 -1.3134 -1.2477 2.067 -1.334 -1.246
H -0.0855 -1.1826 1.7164 -1.446 1.094 -1.888
H -1.5111 -0.1960 0.9109 -1.159 0.547 1.039
H -0.9516 -1.7030 0.2317 -0.411 -0.319 -0.217
H -5.3329 0.5635 0.9887 0.662 -0.371 -0.428
H 3.3340 0.8808 0.1433 -0.455 -0.727 -0.250
```
Positions in Å, forces in eV/Å.

* DFT total energy: -2954.91783 a.u.
* multiplicity: 1
* net charge: +1

Here are the Mulliken charges for atoms 1 to 4, given in e:
1. C 0.188
2. C -0.646
3. C -0.458
4. C -0.388